[1]
70
Properties=species:S:1:pos:R:3 method="wB97M-V/def2-TZVPD" mol_weight_g_mol=589.693 charge=-2
K 0.3182 0.9291 -0.2941
C 0.4539 -1.8009 -3.6440
O 0.0490 -1.1390 -4.8176
C -0.8248 -0.0558 -4.6667
C -1.5813 0.2456 -5.7756
C -2.4790 1.3121 -5.7534
C -2.6268 2.0291 -4.5856
C -1.9001 1.7394 -3.4322
C -2.1167 2.5622 -2.2706
N -1.6826 2.3034 -1.0984
N -1.9945 3.1531 -0.0880
C -1.0366 3.3992 0.7804
O 0.1774 3.0868 0.7078
C -1.5028 4.2171 1.9468
C -2.6951 4.9363 1.9212
C -3.0776 5.7117 2.9998
C -2.2761 5.7819 4.1294
C -1.0891 5.0662 4.1676
C -0.7060 4.2936 3.0884
C -0.8959 0.7087 -3.4471
O -0.1092 0.5128 -2.4803
H 0.9121 -2.7354 -3.9710
H -0.3909 -2.0241 -2.9904
H 1.1733 -1.2254 -3.0653
H -1.4591 -0.3547 -6.6721
H -3.0611 1.5589 -6.6347
H -3.3412 2.8451 -4.5576
H -2.7056 3.4805 -2.4475
H -3.2976 4.8804 1.0278
H -3.9939 6.2905 2.9586
H -2.5745 6.3971 4.9711
H -0.4621 5.1212 5.0497
H 0.2186 3.7366 3.0935
O 2.8945 -2.4879 2.7371
C 2.3749 -1.4486 2.3069
O 2.6257 -0.7886 1.2949
C 1.3392 -0.7930 3.2768
C 1.7695 -0.6892 4.6277
C 1.0186 -0.0062 5.5341
C -0.1947 0.5788 5.1074
C -1.0305 1.3273 5.9557
C -2.1938 1.8678 5.4810
C -2.5666 1.6739 4.1420
C -1.7816 0.9405 3.2955
C -0.5673 0.3829 3.7454
N 0.1998 -0.2975 2.8693
H 2.6947 -1.1722 4.9044
H 1.3217 0.0964 6.5725
H -0.7268 1.4763 6.9884
H -2.8276 2.4570 6.1320
H -3.4803 2.1233 3.7818
H -2.0546 0.7946 2.2597
N 1.3545 -3.3571 -0.9823
C 1.6476 -4.1467 -1.7591
N 1.9295 -5.1259 -2.5952
C 1.1397 -6.3360 -2.5433
C 0.8386 -6.8243 -3.9666
C 0.7713 -5.6147 -4.8977
C 2.1661 -4.9934 -5.0406
C 2.8797 -5.0128 -3.6699
H 0.2064 -6.1065 -2.0216
H 1.6771 -7.1102 -1.9686
H -0.1042 -7.3732 -3.9766
H 1.6239 -7.5007 -4.3120
H 0.0819 -4.8762 -4.4809
H 0.3874 -5.9047 -5.8761
H 2.0722 -3.9693 -5.4015
H 2.7635 -5.5556 -5.7657
H 3.4753 -4.1109 -3.5162
H 3.5524 -5.8845 -3.6258

***

[2]
72
Properties=species:S:1:pos:R:3 method="wB97M-V/def2-TZVPD" mol_weight_g_mol=833.188 charge=-1
Tl 0.5955 0.3573 0.2030
N 1.1505 4.3300 2.5101
C 0.8712 3.0374 2.1989
S 2.1829 2.0315 1.7994
N -0.3817 2.6755 2.3737
N -0.7287 1.4634 2.0176
C -1.8618 0.9434 2.3607
C -2.8613 1.7094 3.1417
C -3.4391 2.8378 2.5666
C -4.3510 3.5934 3.2787
C -4.6807 3.2454 4.5791
C -4.0848 2.1416 5.1673
C -3.1841 1.3728 4.4518
C -2.1048 -0.4290 1.9651
C -3.3416 -1.0567 2.1579
C -3.4746 -2.3868 1.8155
C -2.3817 -3.0724 1.2994
C -1.2020 -2.3679 1.1038
N -1.0808 -1.0957 1.4196
H 2.0620 4.6695 2.2636
H 0.3830 4.9781 2.5573
H -3.1663 3.0998 1.5550
H -4.8096 4.4577 2.8174
H -5.3966 3.8357 5.1346
H -4.3224 1.8773 6.1887
H -2.7170 0.5114 4.9090
H -4.1670 -0.4946 2.5689
H -4.4238 -2.8878 1.9518
H -2.4462 -4.1194 1.0469
H -0.3194 -2.8313 0.6813
C 4.3227 -3.5550 -4.2994
O 4.8378 -4.0123 -3.0762
C 4.2473 -3.5360 -1.9328
C 4.7949 -4.0041 -0.7221
C 4.2918 -3.5573 0.4674
C 3.2236 -2.6472 0.5560
C 2.7392 -2.0986 1.8002
C 3.3546 -2.5810 3.1139
O 1.8495 -1.2502 1.8946
C 2.6181 -2.2203 -0.6787
O 1.5801 -1.5048 -0.7595
C 3.1924 -2.6732 -1.9032
H 4.8868 -4.0738 -5.0742
H 4.4530 -2.4739 -4.4121
H 3.2586 -3.7906 -4.4015
H 5.6173 -4.7010 -0.7507
H 4.7552 -3.9409 1.3633
H 4.1176 -3.3380 2.9877
H 2.5589 -2.9779 3.7407
H 3.7790 -1.7251 3.6334
H 2.7225 -2.2863 -2.7944
S -1.0621 -0.4848 -1.6909
C -0.1849 -0.0082 -3.1224
C -0.6370 -0.5821 -4.3122
C -0.0983 -0.2586 -5.5399
C 0.9457 0.6521 -5.6043
C 1.4276 1.2091 -4.4385
C 0.8873 0.9059 -3.1871
S 1.6231 1.7420 -1.8463
H -1.4550 -1.2854 -4.2425
H -0.4845 -0.7094 -6.4447
H 1.3818 0.9258 -6.5560
H 2.2379 1.9239 -4.4730
N -2.7843 2.6680 -2.2294
C -1.8308 3.6366 -2.3985
C -1.0147 3.5466 -1.3120
N -1.4401 2.5478 -0.4941
C -2.4934 2.0363 -1.0695
H -3.5099 2.4182 -2.8808
H -1.8142 4.2958 -3.2409
H -0.1417 4.1182 -1.0724
H -3.0707 1.2221 -0.6824

***

[3]
68
Properties=species:S:1:pos:R:3 method="wB97M-V/def2-TZVPD" mol_weight_g_mol=576.692
C 1.2276 5.3446 3.7846
C -0.0833 4.6030 3.4722
C 0.2711 3.7776 2.2804
C 1.6339 4.0091 1.9665
O 2.2378 4.9040 2.7986
C 2.2616 3.3470 0.8995
C 1.5173 2.4417 0.1740
C 0.1340 2.2292 0.4386
C -0.6915 1.3939 -0.3869
C -0.8662 1.5875 -1.7808
C -1.9669 0.9448 -2.4344
C -2.0301 0.9185 -3.8091
C -1.0321 1.5699 -4.5799
O -1.1159 1.2963 -5.9108
C -2.2728 0.3903 -6.1034
C -2.8818 0.1044 -4.7222
C -0.0578 2.3735 -3.9613
C -0.0095 2.3982 -2.5873
C -0.4637 2.8664 1.5545
H 1.1235 6.4356 3.7042
H 1.6219 5.0995 4.7817
H -0.3812 3.9808 4.3256
H -0.8913 5.3097 3.2510
H 3.3084 3.5498 0.6908
H 1.9698 1.8748 -0.6408
H -1.5309 0.9313 0.0993
H -2.7691 0.4561 -1.8728
H -2.9897 0.8836 -6.7765
H -1.8975 -0.5217 -6.5896
H -2.8084 -0.9659 -4.4790
H -3.9371 0.3995 -4.6832
H 0.6545 2.9207 -4.5690
H 0.7319 3.0143 -2.0941
H -1.5225 2.7138 1.7908
C -1.8043 -0.9086 2.8199
O -1.3164 -0.5710 1.4242
C -0.0782 -0.6877 0.9345
S 0.2206 -1.6574 -0.5813
C -1.2205 -2.7092 -0.6853
C -1.3216 -3.7824 0.1977
C -2.5209 -4.4872 0.2749
C -3.5985 -4.1246 -0.5396
C -3.4585 -3.0950 -1.4811
C -2.2518 -2.4018 -1.5798
O 0.3255 -0.9089 -1.8099
O 1.3199 -2.5326 -0.2044
S 1.0971 -1.2853 2.2242
C 2.7478 -2.0172 1.9356
C 2.9112 -3.3986 2.0622
C 4.1731 -3.9705 1.8962
C 5.2683 -3.1630 1.5845
C 5.1025 -1.7820 1.4517
C 3.8421 -1.1989 1.6437
O 1.2585 -0.1135 3.0834
O 0.3851 -2.4679 2.7235
H -2.7077 -0.3067 2.9184
H -2.0255 -1.9749 2.8395
H -1.0559 -0.6027 3.5531
H -0.4698 -4.0553 0.8182
H -2.5978 -5.3143 0.9817
H -4.5508 -4.6533 -0.4534
H -4.2849 -2.8256 -2.1431
H -2.0965 -1.6300 -2.3321
H 2.0497 -4.0291 2.2769
H 4.2846 -5.0524 1.9833
H 6.2512 -3.6056 1.4280
H 5.9445 -1.1448 1.1779
H 3.6837 -0.1240 1.5457

***

Maximum force values (in eV/A) by entry order: 2.19; 1.53; 2.56.
ΔE to the lowest compared entry with this formula, charge and spin values (in kcal per mole) by entry order: 36.6; 15.4; 0.0.
HOMO level values (in eV) by entry order: -1.258; -3.759; -6.644.